No. 1
Formula: C3H10N2
Source: the OMol25 dataset
Level of theory: the ωB97M-V functional and the def2-TZVPD basis

Properties
E_HOMO = -8.3 eV
charge = 0
LUMO level = 0.03960 Ha

Each line ends with the natural charge from an NBO analysis.
Cartesian coordinates (Å):
C 2.68 -2.40 0.32  -0.0534
N 2.48 -2.23 1.56  -0.5983
H 1.94 -1.92 -0.32  0.1641
H 3.36 -3.18 -0.02  0.1562
H 3.34 -2.43 2.08  0.3312
C -0.70 0.32 -0.92  -0.4132
N -1.04 1.71 -0.61  -0.6431
C -2.25 1.95 0.17  -0.4031
H -1.55 -0.33 -0.71  0.1907
H 0.19 -0.02 -0.39  0.1805
H -0.51 0.27 -1.99  0.1865
H -0.25 2.22 -0.25  0.3552
H -3.06 1.36 -0.26  0.1893
H -2.16 1.66 1.22  0.1601
H -2.47 3.01 0.12  0.1974

=====

No. 2
Formula: H6N4O
Source: the OMol25 dataset
Level of theory: the ωB97M-V functional and the def2-TZVPD basis

Properties
E_HOMO (spin up / spin down) = -8.1 / -8.1 eV
charge = 0
LUMO level (spin up / spin down) = 0.03101 / 0.03098 Ha

Each line ends with the natural charge from an NBO analysis.
Cartesian coordinates (Å):
N -0.86 1.42 -0.12  -0.6335
N -0.68 -1.29 -0.25  -0.9358
N 1.84 -0.53 0.03  -0.5097
N 0.01 0.52 0.29  0.1350
O 1.20 0.58 -0.40  -0.2353
H -1.54 1.67 0.63  0.4095
H -0.68 1.80 -0.96  0.3740
H -1.39 -0.96 -0.96  0.3435
H -1.13 -1.62 0.70  0.3469
H 1.07 -1.19 0.05  0.3844
H 2.17 -0.39 0.98  0.3211

=====

No. 3
Formula: C9H14
Source: the OMol25 dataset
Level of theory: the ωB97M-V functional and the def2-TZVPD basis

Properties
E_HOMO = -8.9 eV
charge = 0
LUMO level = 0.03644 Ha

Each line ends with the natural charge from an NBO analysis.
Cartesian coordinates (Å):
C 0.25 -2.68 1.88  -0.6329
C 0.64 -1.22 1.45  -0.0137
C 0.41 -0.41 0.30  -0.2017
C 1.07 0.70 0.07  -0.2328
C 1.91 1.16 1.13  -0.1925
C 1.90 0.61 2.39  -0.2161
C 1.26 -0.65 2.51  -0.2057
H -0.29 -3.29 1.10  0.2218
H -0.46 -2.62 2.70  0.2153
H 1.07 -3.12 2.43  0.2259
H -0.35 -0.65 -0.47  0.2092
H 0.90 1.29 -0.77  0.2137
H 2.49 2.17 1.02  0.2035
H 2.44 1.05 3.11  0.2051
H 1.19 -1.14 3.46  0.2013
C -2.06 0.68 -3.32  -0.6187
C -1.61 1.58 -2.19  -0.6209
H -1.26 0.40 -4.04  0.2015
H -2.32 -0.50 -3.09  0.2043
H -2.76 1.16 -3.96  0.2086
H -2.57 1.89 -1.66  0.2122
H -1.03 2.45 -2.56  0.2097
H -0.83 1.11 -1.49  0.2027

=====

No. 4
Formula: C15H9Cl5NO4STa
Source: the OMol25 dataset
Level of theory: the ωB97M-V functional and the def2-TZVPD basis

Properties
E_HOMO = -15.6 eV
charge = +2
LUMO level = -0.34749 Ha

Each line ends with the natural charge from an NBO analysis.
Cartesian coordinates (Å):
Ta -1.14 1.37 -0.84  2.3951
Cl -4.24 0.31 1.42  0.1482
C -4.37 0.83 -0.20  -0.0099
C -3.23 1.28 -0.88  -0.5359
C -3.42 1.72 -2.20  -0.0038
Cl -1.94 2.48 -2.94  0.1641
C -4.59 1.72 -2.90  -0.1189
Cl -4.68 2.30 -4.50  0.1524
C -5.71 1.22 -2.20  -0.0039
Cl -7.19 1.15 -3.00  0.2045
C -5.60 0.79 -0.86  -0.0952
Cl -6.98 0.21 -0.06  0.1624
C 4.15 -3.39 2.29  -0.6563
C 3.46 -2.41 1.39  0.1135
C 4.17 -1.71 0.42  -0.2064
C 3.54 -0.80 -0.42  -0.1035
C 2.17 -0.61 -0.25  -0.4930
C 1.42 -1.30 0.71  -0.1175
C 2.08 -2.19 1.53  -0.2004
S 1.43 0.56 -1.25  2.2725
O 2.19 0.93 -2.39  -0.7904
O -0.01 0.00 -1.68  -0.9045
N 0.83 1.81 -0.39  -0.9489
C 1.19 2.03 1.00  -0.3623
C 0.03 1.51 1.86  0.7772
O 0.00 1.34 3.01  -0.3916
O -1.11 1.26 1.02  -0.7507
H 5.22 -3.41 2.12  0.2429
H 3.75 -4.39 2.11  0.2579
H 3.96 -3.15 3.33  0.2534
H 5.23 -1.88 0.31  0.2548
H 4.09 -0.27 -1.18  0.2652
H 0.35 -1.17 0.81  0.2158
H 1.52 -2.75 2.27  0.2494
H 1.32 3.09 1.21  0.2874
H 2.10 1.52 1.30  0.2763

=====

No. 5
Formula: C21H22BrIrN4O2S4Sb
Source: the OMol25 dataset
Level of theory: the ωB97M-V functional and the def2-TZVPD basis

Properties
spin multiplicity = 2
E_HOMO (spin up / spin down) = -6.9 / -6.8 eV
charge = 0
LUMO level (spin up / spin down) = -0.05658 / -0.06240 Ha

Each line ends with the natural charge from an NBO analysis.
Cartesian coordinates (Å):
Ir 0.55 0.70 0.71  1.0508
Br -2.91 -0.18 -5.69  0.0513
C -1.67 0.14 -4.30  -0.1568
C -0.32 -0.21 -4.49  -0.1746
C 0.59 0.01 -3.49  -0.3028
C 0.22 0.59 -2.25  0.5188
O 1.12 0.77 -1.34  -0.7585
C -1.15 0.96 -2.09  -0.2810
C -1.64 1.60 -0.92  0.2194
N -0.93 1.93 0.11  -0.4176
C -1.41 2.78 1.12  0.1034
C -2.49 3.63 1.01  -0.2054
C -2.87 4.42 2.11  -0.2009
C -2.18 4.38 3.28  -0.1636
C -1.03 3.57 3.39  -0.0985
C -0.23 3.48 4.56  -0.1289
C 0.87 2.69 4.56  -0.2304
C 1.21 1.96 3.40  0.1002
N 0.49 2.01 2.30  -0.4306
C -0.64 2.79 2.29  0.2258
C -2.07 0.71 -3.13  -0.1516
H 0.00 -0.65 -5.42  0.2317
H 1.64 -0.23 -3.62  0.2287
H -2.70 1.85 -0.92  0.2002
H -3.05 3.69 0.09  0.2180
H -3.74 5.06 2.01  0.2244
H -2.49 4.97 4.14  0.2214
H -0.51 4.05 5.44  0.2229
H 1.48 2.58 5.44  0.2397
H 2.09 1.34 3.37  0.2737
H -3.11 1.00 -3.00  0.2247
S 1.22 -3.57 2.56  -0.4062
Sb 1.61 -2.16 4.40  0.8694
S -1.03 -0.52 2.38  -0.1692
S -0.36 -0.43 4.24  -0.3634
S 3.27 -0.86 3.44  -0.9137
C -1.41 -3.03 -1.56  -0.4037
N 0.04 -3.00 -1.67  -0.4546
C 0.55 -3.35 -2.99  -0.4048
C 0.71 -2.19 -0.79  0.8379
O 0.06 -1.39 -0.09  -0.7379
N 2.05 -2.33 -0.68  -0.4397
C 2.80 -1.47 0.22  -0.3494
C 2.79 -3.50 -1.14  -0.4067
H -1.77 -3.99 -1.94  0.2004
H -1.88 -2.22 -2.14  0.1895
H -1.71 -2.92 -0.52  0.2404
H -0.13 -2.95 -3.75  0.2041
H 0.60 -4.43 -3.12  0.1987
H 1.53 -2.92 -3.17  0.2129
H 2.16 -0.72 0.65  0.1516
H 3.61 -0.97 -0.31  0.2086
H 3.20 -2.04 1.06  0.2486
H 2.12 -4.34 -1.30  0.2203
H 3.51 -3.78 -0.37  0.2212
H 3.34 -3.30 -2.07  0.1918

=====

No. 6
Formula: C30H60N2O9P
Source: the OMol25 dataset
Level of theory: the ωB97M-V functional and the def2-TZVPD basis

Properties
E_HOMO = -10.6 eV
charge = +1
LUMO level = -0.13460 Ha

Each line ends with the Mulliken charge.
Cartesian coordinates (Å):
C -1.77 3.41 1.63  -0.8926
C -1.84 3.96 0.06  0.2358
O -0.59 4.67 -0.24  -0.3223
C -0.85 5.65 -1.31  -0.2466
C 0.32 5.60 -2.50  -0.3718
O -0.19 4.67 -3.52  -0.0279
N 0.44 4.81 -4.70  0.2969
C 0.76 6.01 -5.56  -0.1143
C 1.58 5.51 -6.91  -0.4342
N 1.67 4.01 -6.63  -0.0852
C 0.97 3.55 -5.36  -0.3023
C 0.80 2.01 -4.76  0.0785
C 0.29 0.98 -5.95  -0.6950
C -1.27 1.21 -6.41  -0.7173
P -2.44 0.32 -5.13  0.9414
O -3.22 -0.76 -5.98  -0.7204
O -3.58 1.54 -4.60  -0.4397
C -3.08 2.27 -3.42  0.6992
C -4.10 3.54 -3.03  -0.9863
O -1.40 -0.31 -3.90  -0.2908
C -1.95 -1.47 -3.20  -0.2962
C -2.39 -1.21 -1.63  -0.5921
H -1.29 2.34 1.66  0.1512
H -1.15 4.23 2.22  0.2173
H -2.86 3.44 2.06  0.3973
H -1.94 3.05 -0.70  -0.1021
H -2.80 4.63 0.00  0.2744
H -1.00 6.75 -0.91  0.3024
H -1.85 5.32 -1.84  0.0923
H 1.36 5.25 -2.04  0.2567
H 0.43 6.72 -2.87  0.2837
H 0.47 7.13 -5.29  0.3569
H 1.99 6.13 -7.82  0.3501
H 2.16 3.29 -7.25  0.3184
H 1.81 1.59 -4.28  0.3911
H 0.00 1.95 -3.90  -0.0312
H 0.96 1.18 -6.91  0.4153
H 0.50 -0.16 -5.67  0.3149
H -1.39 0.67 -7.46  0.3794
H -1.57 2.33 -6.59  0.3330
H -2.02 2.76 -3.56  -0.1995
H -3.13 1.55 -2.46  0.0063
H -5.22 3.18 -2.85  0.3434
H -3.78 4.06 -2.01  0.1415
H -4.09 4.36 -3.87  0.2969
H -2.86 -2.00 -3.72  0.3140
H -1.08 -2.28 -3.16  0.1511
H -1.69 -0.40 -1.16  0.1951
H -3.54 -0.98 -1.56  0.2355
H -2.19 -2.23 -1.06  0.0881
C -3.91 -6.54 -2.36  -0.5545
C -2.99 -6.65 -1.16  -0.5698
C -2.23 -5.34 -1.23  -0.3958
O -3.11 -4.38 -1.82  -0.2549
C -4.25 -5.07 -2.36  -0.5120
H -4.79 -7.18 -2.29  0.3430
H -3.36 -6.81 -3.27  0.2599
H -3.59 -6.69 -0.24  0.2746
H -2.34 -7.53 -1.19  0.3412
H -1.35 -5.43 -1.88  0.2791
H -1.91 -4.99 -0.25  0.2398
H -5.11 -4.86 -1.72  0.3017
H -4.46 -4.69 -3.37  0.2729
C 2.17 2.69 4.50  -0.7247
C 2.26 1.47 5.38  -0.3721
C 0.90 0.83 5.17  -0.2193
O 0.49 1.16 3.83  -0.3985
C 1.37 2.18 3.33  0.0447
H 3.14 3.09 4.21  0.3898
H 1.61 3.48 5.02  0.2712
H 3.05 0.81 5.02  0.0593
H 2.46 1.70 6.43  0.4018
H 0.16 1.23 5.86  0.3085
H 0.93 -0.26 5.28  0.0434
H 2.02 1.72 2.58  0.1963
H 0.78 2.96 2.85  -0.0163
C 2.62 -2.15 3.03  -0.3896
C 1.63 -1.61 2.02  0.0164
C 0.82 -2.84 1.68  -0.4962
O 0.81 -3.67 2.84  -0.4744
C 1.78 -3.17 3.77  -0.1259
H 3.04 -1.39 3.68  0.0767
H 3.44 -2.66 2.51  0.3764
H 0.99 -0.86 2.50  -0.1229
H 2.10 -1.15 1.15  0.3845
H 1.29 -3.41 0.87  0.1900
H -0.21 -2.60 1.39  0.2140
H 1.23 -2.70 4.60  0.1592
H 2.37 -4.00 4.17  0.1818
C 5.43 -4.05 7.15  -0.5353
C 4.18 -4.71 7.65  -0.4917
C 3.35 -3.53 8.09  -0.4525
O 3.71 -2.43 7.24  -0.3659
C 4.89 -2.79 6.51  -0.2016
H 6.01 -4.67 6.45  0.3177
H 6.08 -3.79 7.99  0.2653
H 3.68 -5.24 6.83  0.2500
H 4.35 -5.43 8.46  0.3329
H 3.58 -3.24 9.12  0.2845
H 2.27 -3.72 8.01  0.2672
H 4.60 -2.97 5.47  0.0576
H 5.61 -1.97 6.54  0.2822

=====

No. 7
Formula: C26H24BrCl2FGaN4O7
Source: the OMol25 dataset
Level of theory: the ωB97M-V functional and the def2-TZVPD basis

Properties
E_HOMO = -2.5 eV
charge = -1
LUMO level = 0.01047 Ha

Each line ends with the natural charge from an NBO analysis.
Cartesian coordinates (Å):
Ga -2.11 -4.60 1.13  1.7204
F 2.63 0.16 1.88  -0.3461
C 1.43 0.26 1.25  0.3238
C 0.54 -0.76 1.33  -0.2248
C -0.69 -0.63 0.66  -0.0690
C -1.64 -1.75 0.71  0.5136
O -1.38 -2.71 1.45  -0.6756
C -2.79 -1.62 -0.11  -0.3240
C -2.99 -0.46 -0.80  0.1590
N -2.16 0.59 -0.78  -0.3653
C -2.46 1.77 -1.57  -0.0884
C -3.87 2.26 -1.60  -0.4201
C -2.82 3.03 -0.84  -0.4296
C -0.96 0.51 -0.09  0.2456
C -0.02 1.55 -0.14  -0.2575
C 1.17 1.44 0.54  0.1510
N 2.12 2.51 0.47  -0.4680
C 3.31 2.17 -0.31  -0.3202
C 4.14 3.41 -0.53  -0.2172
N 4.46 4.05 0.81  -0.4977
C 3.20 4.37 1.57  -0.2219
C 2.43 3.08 1.76  -0.2414
C -3.87 -2.68 -0.24  0.8072
O -4.91 -2.36 -0.80  -0.6632
O -3.62 -3.85 0.23  -0.8154
H 0.74 -1.67 1.87  0.2741
H -3.88 -0.37 -1.39  0.2516
H -1.84 1.86 -2.46  0.2923
H -4.61 1.73 -1.02  0.2271
H -4.23 2.66 -2.54  0.2240
H -2.86 2.97 0.24  0.2175
H -2.45 3.96 -1.25  0.2185
H -0.18 2.43 -0.76  0.2638
H 2.98 1.92 -1.34  0.3468
H 3.90 1.36 0.14  0.1878
H 3.58 4.15 -1.10  0.2408
H 5.08 3.18 -1.02  0.2266
H 5.03 4.88 0.68  0.4230
H 5.01 3.38 1.36  0.4225
H 2.64 5.07 0.95  0.2284
H 3.48 4.83 2.51  0.2173
H 1.49 3.31 2.28  0.2400
H 3.01 2.41 2.42  0.1859
C -1.00 -5.77 0.27  -1.5513
H -0.35 -6.43 0.83  0.2051
H -1.28 -6.13 -0.71  0.2092
Br 0.69 -3.64 -1.08  0.1128
C 1.69 -2.21 -1.89  -0.1576
C 3.07 -2.28 -2.00  -0.0124
N 3.82 -1.29 -2.48  -0.4405
C 3.19 -0.17 -2.83  0.0204
C 1.82 0.02 -2.76  -0.1890
C 1.05 -1.05 -2.31  -0.1903
C 1.19 1.38 -3.03  0.7643
O 1.97 2.37 -2.87  -0.8017
O -0.02 1.41 -3.31  -0.7569
H 3.59 -3.18 -1.68  0.1927
H 3.81 0.64 -3.20  0.1898
H -0.03 -0.96 -2.28  0.2313
Cl -5.41 -5.40 2.43  -0.0016
C -4.76 -4.26 3.62  -0.2987
Cl -4.91 -2.58 3.05  -0.0362
C -3.29 -4.57 3.97  0.7716
O -3.06 -4.72 5.16  -0.6429
O -2.45 -4.62 3.02  -0.8105
H -5.36 -4.34 4.51  0.2291

=====

No. 8
Formula: C21H26N4O3
Source: the OMol25 dataset
Level of theory: the ωB97M-V functional and the def2-TZVPD basis

Properties
E_HOMO = -7.8 eV
charge = 0
LUMO level = 0.01175 Ha

Each line ends with the natural charge from an NBO analysis.
Cartesian coordinates (Å):
C -2.27 3.29 4.16  -0.2505
O -2.15 3.28 2.76  -0.4820
C -1.64 2.17 2.16  0.2457
C -1.21 1.04 2.82  -0.3000
C -0.70 -0.05 2.12  -0.0354
C -0.24 -1.22 2.83  0.0389
N 0.28 -2.21 2.22  -0.2372
N 0.70 -3.28 2.92  -0.4286
C 1.23 -4.40 2.35  0.6508
O 1.52 -5.35 3.05  -0.5857
C 1.42 -4.38 0.88  -0.1098
C 1.18 -5.55 0.17  -0.2060
C 1.37 -5.54 -1.21  0.0275
N 1.79 -4.48 -1.87  -0.4053
C 2.04 -3.38 -1.19  0.0257
C 1.88 -3.26 0.18  -0.2140
C -0.63 0.01 0.73  -0.1967
C -1.06 1.13 0.05  -0.3254
C -1.57 2.22 0.75  0.3430
O -2.02 3.37 0.19  -0.4919
C -2.03 3.50 -1.22  -0.0756
C -0.62 3.66 -1.83  -0.2626
N -0.29 2.54 -2.69  -0.4624
C 1.11 2.19 -2.74  -0.2138
C 1.96 3.16 -3.57  -0.4204
C 1.40 3.23 -4.99  -0.3991
C -0.08 3.61 -4.94  -0.4216
C -0.84 2.64 -4.03  -0.2157
H -2.94 2.50 4.52  0.1744
H -2.70 4.26 4.41  0.2023
H -1.30 3.20 4.65  0.1735
H -1.26 0.98 3.90  0.2154
H -0.35 -1.21 3.93  0.1528
H 0.57 -3.30 3.94  0.3778
H 0.85 -6.43 0.68  0.2343
H 1.19 -6.43 -1.80  0.1939
H 2.39 -2.54 -1.78  0.1911
H 2.11 -2.34 0.69  0.2344
H -0.24 -0.84 0.18  0.2263
H -0.98 1.17 -1.02  0.2534
H -2.63 4.40 -1.39  0.1951
H -2.53 2.64 -1.68  0.1832
H 0.10 3.70 -1.01  0.2189
H -0.56 4.63 -2.36  0.1817
H 1.49 2.13 -1.71  0.2027
H 1.18 1.19 -3.18  0.1908
H 1.93 4.16 -3.11  0.1947
H 2.99 2.83 -3.58  0.2114
H 1.95 3.96 -5.58  0.2090
H 1.50 2.26 -5.46  0.1942
H -0.18 4.63 -4.56  0.1931
H -0.52 3.59 -5.94  0.2124
H -1.89 2.94 -3.95  0.1967
H -0.81 1.64 -4.47  0.1944

=====

No. 9
Formula: C24H36N2O4
Source: the OMol25 dataset
Level of theory: the ωB97M-V functional and the def2-TZVPD basis

Properties
E_HOMO = -8.8 eV
charge = 0
LUMO level = 0.02231 Ha

Each line ends with the natural charge from an NBO analysis.
Cartesian coordinates (Å):
C 8.28 3.82 0.04  -0.2494
O 8.51 2.69 -0.76  -0.5338
C 8.23 1.46 -0.15  -0.0508
C 6.73 1.16 -0.06  -0.5357
C 6.51 -0.25 0.47  0.6924
O 7.43 -0.97 0.80  -0.6364
N 5.22 -0.66 0.59  -0.4415
C 4.04 0.03 0.12  -0.2157
C 3.48 -0.68 -1.12  -0.4415
C 3.16 -2.14 -0.78  0.0984
O 2.13 -2.23 0.20  -0.5287
C 0.84 -2.02 -0.13  0.4049
C -0.06 -2.06 0.94  -0.2876
C -1.41 -1.88 0.74  -0.1689
C -1.91 -1.65 -0.55  -0.1766
C -3.35 -1.41 -0.84  0.6702
O -3.72 -0.67 -1.73  -0.6353
N -4.21 -2.10 -0.05  -0.6108
C -5.64 -1.95 -0.11  -0.2299
C -6.19 -1.31 1.16  -0.3986
C -5.69 0.12 1.39  -0.3931
C -6.53 1.20 0.70  -0.2105
C -6.34 1.30 -0.83  -0.4309
C -6.39 2.80 -1.17  -0.4015
C -6.76 3.52 0.13  -0.3982
C -6.18 2.61 1.20  -0.3953
C -1.01 -1.59 -1.61  -0.1315
C 0.35 -1.78 -1.41  -0.3343
C 4.40 -2.82 -0.19  -0.4197
C 4.94 -2.02 0.99  -0.2302
H 8.80 3.73 1.01  0.1649
H 7.21 3.98 0.23  0.1577
H 8.68 4.67 -0.50  0.1948
H 8.71 0.70 -0.77  0.2011
H 8.67 1.42 0.86  0.1732
H 6.29 1.26 -1.05  0.2242
H 6.24 1.87 0.61  0.2212
H 3.29 -0.01 0.92  0.2045
H 4.26 1.07 -0.11  0.2182
H 4.21 -0.66 -1.93  0.2140
H 2.57 -0.16 -1.45  0.2219
H 2.85 -2.68 -1.69  0.1858
H 0.33 -2.23 1.93  0.2238
H -2.08 -1.89 1.59  0.2101
H -3.84 -2.71 0.67  0.3927
H -5.85 -1.33 -0.99  0.2365
H -6.10 -2.93 -0.26  0.1936
H -5.90 -1.93 2.01  0.1930
H -7.28 -1.31 1.11  0.2067
H -4.65 0.21 1.07  0.2017
H -5.72 0.33 2.47  0.2037
H -7.58 1.02 0.92  0.1887
H -7.12 0.75 -1.35  0.2024
H -5.38 0.89 -1.12  0.2364
H -5.41 3.14 -1.51  0.2009
H -7.11 3.01 -1.97  0.2054
H -7.85 3.56 0.24  0.1922
H -6.37 4.53 0.17  0.2070
H -6.58 2.81 2.19  0.2059
H -5.09 2.73 1.24  0.1937
H -1.39 -1.39 -2.59  0.2350
H 1.01 -1.74 -2.26  0.2202
H 5.16 -2.90 -0.97  0.2155
H 4.13 -3.83 0.14  0.2233
H 4.20 -2.01 1.80  0.1987
H 5.87 -2.46 1.35  0.2516

=====

No. 10
Formula: C3H7N3O
Source: the OMol25 dataset
Level of theory: the ωB97M-V functional and the def2-TZVPD basis

Properties
E_HOMO = -7.1 eV
charge = 0
LUMO level = 0.03046 Ha

Each line ends with the natural charge from an NBO analysis.
Cartesian coordinates (Å):
C 1.32 0.91 -0.55  -0.4440
N 0.02 0.25 -0.80  -0.2612
C -0.26 -0.80 0.18  -0.0190
N 0.68 -1.74 0.62  -0.8285
C -1.51 -0.54 0.61  0.5724
O -2.51 -0.70 1.24  -0.5735
N -1.17 0.99 -0.45  -0.5729
H 2.13 0.23 -0.87  0.2287
H 1.52 1.13 0.52  0.1785
H 1.41 1.82 -1.15  0.2026
H 0.54 -1.95 1.60  0.3819
H 0.69 -2.60 0.09  0.3660
H -1.01 1.80 0.14  0.3770
H -1.84 1.21 -1.18  0.3920